2 unconnected molecules or ions with the total composition C3H7NO2 at a distorted geometry. Source: the Open Molecules 2025 dataset; level of theory: ωB97M-V/def2-TZVPD.

The geometry in XYZ format:
```
13
Properties=species:S:1:pos:R:3:mulliken_charge:R:1
C -1.873 0.364 0.134 -0.941
C -0.939 0.006 -0.940 -0.195
N 0.291 0.317 -0.851 -0.051
O 1.096 0.235 -1.956 -0.449
H -2.116 1.391 -0.052 0.234
H -2.759 -0.185 0.093 0.366
H -1.447 0.113 1.065 0.232
H -1.356 -0.343 -1.876 0.458
H 2.156 0.264 -1.620 0.380
C 1.796 -0.549 1.479 -0.113
O 1.852 0.452 0.735 -0.402
H 2.002 -1.592 1.323 0.260
H 1.297 -0.473 2.465 0.222
```

Properties
E_tot = -323.5877 Eh
ΔE to the lowest compared entry with this formula, charge and spin = 5.259 eV
SMILES = C/C=N/O.C=O
gap between HOMO and LUMO = 9.67 eV